C19H28BrO2Pt | wB97M-V/def2-TZVPD

Values from the calculation:
<S²>	2.01
LUMO level (spin up / spin down)	2.291 / 2.290	eV
Kohn-Sham gap (spin up / spin down)	4.28 / 3.94	eV
largest force on an atom	3.02	eV Å⁻¹

Geometry as ORCA input:
```
! wB97M-V def2-TZVPD RIJCOSX def2/J DEFGRID3
* xyz -1 3
Pt -0.084 -0.014 0.062
Br 0.659 -0.351 -2.346
O 2.868 6.408 -0.376
O 1.140 3.250 -1.171
C 3.122 3.802 0.076
C -1.382 1.764 0.766
C 2.119 8.732 -0.308
C 0.315 -1.382 1.745
C -1.842 0.509 1.327
C -2.150 0.436 -0.986
C 1.097 -1.874 0.630
C 2.112 -0.901 0.335
C 3.200 7.747 0.120
C 0.878 -0.099 2.132
C -1.518 1.688 -0.663
C 1.607 3.580 0.168
C 3.427 7.740 1.636
C 1.969 0.196 1.240
C -2.347 -0.301 0.230
C 3.329 3.861 -1.440
C 4.505 7.852 -0.700
C 4.116 6.467 -1.130
C 2.360 2.767 -1.815
H 2.742 1.857 -1.313
H 2.041 8.696 -1.409
H 5.410 7.892 -0.112
H 3.410 4.695 0.606
H 1.055 4.481 0.477
H -1.883 0.260 2.379
H -1.251 2.474 -1.365
H 1.348 2.780 0.897
H 2.411 9.761 -0.044
H -1.081 2.640 1.328
H 4.484 8.601 -1.474
H 4.226 7.028 1.922
H 3.702 2.948 0.432
H 3.985 6.383 -2.208
H 4.793 5.700 -0.768
H 0.968 -2.835 0.149
H 1.175 8.487 0.216
H 3.760 8.746 1.953
H 2.922 4.804 -1.825
H 2.899 -1.003 -0.404
H -2.863 -1.250 0.331
H 4.351 3.751 -1.777
H 0.608 0.475 3.011
H 2.633 1.047 1.326
H -0.497 -1.901 2.239
H -2.461 0.125 -1.978
H 2.484 7.513 2.176
H 2.190 2.508 -2.864
*
```

Results of the Löwdin charge analysis, in e, for atoms 1 through 6: number 1, Pt, carries 0.8961; number 2, Br, carries -0.1264; number 3, O, carries -0.1228; number 4, O, carries -0.1595; number 5, C, carries -0.1710; number 6, C, carries -0.2007

***

C19H34O3 | wB97M-V/def2-TZVPD

Values from the calculation:
LUMO level	-0.246	eV
Kohn-Sham gap	7.78	eV
energy above the lowest of the compared OMol25 structures with the same formula, charge and spin	431.7	kcal per mole
largest force on an atom	19.62	eV Å⁻¹

Geometry as ORCA input:
```
! wB97M-V def2-TZVPD RIJCOSX def2/J DEFGRID3
* xyz 0 1
O -2.830 2.279 -5.204
O -1.015 3.826 -4.569
O 3.414 -2.872 4.691
C -0.224 -2.857 2.043
C -2.320 5.547 -5.644
C -1.291 4.581 -5.894
C 0.578 -2.231 -0.250
C -3.161 0.510 -3.009
C -1.459 0.683 -1.112
C 2.179 -2.144 4.858
C -1.417 2.155 -3.227
C -0.685 -2.186 0.854
C 1.087 -2.849 4.213
C 3.897 -3.028 3.524
C 1.035 -2.007 2.747
C 2.599 -0.639 4.688
C -1.661 2.849 -4.410
C 2.046 -2.437 6.445
C -1.930 0.825 -2.679
C -1.893 -0.409 -0.478
C -0.029 5.060 -6.389
C -1.265 -0.812 0.957
H 3.979 -2.058 3.121
H -1.431 -2.928 0.332
H 0.495 -1.032 2.925
H 0.755 4.404 -6.487
H 1.326 -1.665 0.088
H 1.743 0.056 5.177
H -1.834 -0.511 1.511
H -3.216 4.922 -5.507
H -0.640 2.549 -2.577
H -0.271 0.011 0.979
H 2.730 -2.239 7.120
H -0.086 -3.923 2.135
H 4.843 -3.488 3.610
H -1.642 3.745 -6.649
H -2.246 6.356 -4.732
H 1.758 -3.334 6.669
H 0.772 -3.456 -0.424
H -3.577 0.774 -3.744
H -0.464 1.081 -0.894
H 0.161 -2.547 4.742
H -0.011 5.608 -7.326
H -1.223 -2.836 2.651
H -2.736 -0.642 -3.133
H 1.720 -2.186 2.154
H 2.895 -0.433 3.789
H -2.621 -0.847 -0.936
H 1.220 -1.797 6.799
H 3.623 -0.322 5.273
H 1.136 -3.757 3.891
H -2.759 5.995 -6.621
H -3.880 0.364 -2.234
H 0.477 5.912 -5.562
H 0.073 -2.081 -1.179
H 3.276 -3.535 2.884
*
```

Results of the Löwdin charge analysis, in e, for atoms 1 through 6: number 1, O, carries -0.1794; number 2, O, carries 0.1004; number 3, O, carries -0.1436; number 4, C, carries -0.2087; number 5, C, carries -0.0836; number 6, C, carries -0.4163

***

B4F16Mg | wB97M-V/def2-TZVPD

Values from the calculation:
LUMO level	5.558	eV
Kohn-Sham gap	11.73	eV
energy above the lowest of the compared OMol25 structures with the same formula, charge and spin	8.7	kcal per mole
largest force on an atom	2.49	eV Å⁻¹

Geometry as ORCA input:
```
! wB97M-V def2-TZVPD RIJCOSX def2/J DEFGRID3
* xyz -2 1
Mg -0.254 -0.018 0.016
F 1.424 -1.618 -2.112
F 3.349 -0.590 1.941
F -1.242 -0.361 1.736
F -1.850 0.993 -0.647
F -2.132 3.013 0.412
F 3.013 1.533 1.146
F -1.609 -2.633 2.235
F 0.360 0.375 -1.866
F 1.613 -0.202 0.476
F -0.155 -1.961 0.579
F 1.506 0.616 2.623
F -0.830 2.970 -1.479
F -2.447 -1.648 0.332
F 0.163 -0.842 -3.860
F -0.854 -1.565 -1.895
F -0.082 1.922 0.401
B -1.253 2.269 -0.369
B -1.373 -1.696 1.231
B 2.405 0.360 1.571
B 0.247 -0.918 -2.470
*
```

Results of the Löwdin charge analysis, in e, for atoms 1 through 6: number 1, Mg, carries 0.7886; number 2, F, carries 0.1060; number 3, F, carries 0.1190; number 4, F, carries 0.1266; number 5, F, carries 0.1137; number 6, F, carries 0.1362